DFT (wB97M-V/def2-TZVPD) results for the ion C3H10PS with charge +1 in a non-equilibrium geometry.

Structure (XYZ):
```
15
Properties=species:S:1:pos:R:3:forces:R:3
S -0.633499 -2.549318 0.376033 0.21 1.88 -0.09
P -0.267043 -0.416759 0.122850 1.84 -1.23 -2.01
C -0.959083 0.132301 -1.484001 -1.23 0.08 2.17
C -0.586341 0.929744 1.264308 0.98 0.26 0.94
C 1.551654 -0.276441 -0.432150 -1.59 0.79 2.41
H -0.370425 -0.353157 -2.179485 1.21 -0.86 -1.68
H -0.315415 1.015182 2.365181 -0.13 -0.63 -1.64
H -1.992379 -0.103986 -1.675537 -0.41 -0.09 0.22
H 1.664529 0.788936 -0.655722 0.17 -0.28 -0.34
H -0.060311 1.664094 0.653559 0.83 0.32 0.41
H 1.775124 -0.938467 -1.221082 -0.01 -0.60 -1.11
H -1.541015 1.326821 1.076702 -1.89 -0.12 0.24
H 2.201081 -0.519459 0.399027 0.15 -0.02 0.24
H -0.815593 1.193722 -1.512381 0.14 0.64 -0.25
H -1.165589 -2.327344 1.570785 -0.27 -0.15 0.47
```
Forces are in eV/Å.

The calculation puts the molar mass at 109.15 g/mol. For the gap between HOMO and LUMO, the calculation gives 10.50 eV. As for the spin multiplicity: 1. The calculated total energy comes out at -859.58332 Ha. The total charge is +1. Its LUMO energy is -4.14 eV.

Results of the Löwdin charge analysis, in e, for atoms 1 through 4: 0.564, 0.644, -0.194, -0.189

***

DFT (wB97M-V/def2-TZVPD) results for a structure of composition C3H8NO in a non-equilibrium geometry.

Structure (XYZ):
```
13
Properties=species:S:1:pos:R:3:forces:R:3
O 1.976053 -0.013317 -0.423672 -3.16 0.07 0.14
N 0.248203 0.014867 -0.125216 3.62 -1.44 -0.04
C -0.327307 1.270687 -0.419463 -1.94 2.09 -1.40
C 1.326868 0.016712 0.794067 -0.10 0.39 1.62
C -0.407103 -1.276106 -0.400915 1.71 -1.06 0.07
H -1.390621 -1.076362 -0.671090 -1.82 0.32 -0.29
H -0.296954 -1.986241 0.436285 -0.28 0.86 0.10
H -0.797310 1.180707 -1.415093 0.03 0.33 0.55
H 0.051830 -1.850608 -1.209085 0.22 0.66 -0.34
H 1.268939 0.929064 1.361601 0.82 0.62 0.14
H 1.377843 -0.819790 1.470494 0.28 -0.63 -0.16
H 0.260277 2.225275 -0.394521 0.50 -1.51 -0.05
H -1.096026 1.511001 0.350050 0.11 -0.69 -0.35
```
Forces are in eV/Å.

The calculation puts the molar mass at 74.10 g/mol. For the gap between HOMO and LUMO (spin up / spin down), the calculation gives 10.08 / 10.08 eV. As for the spin multiplicity: 1. The calculated total energy comes out at -248.69093 Ha. The total charge is +1. Its LUMO energy (spin up / spin down) is -6.77 / -6.77 eV.

Results of the Löwdin charge analysis, in e, for atoms 1 through 4: 0.162, -0.124, 0.007, -0.189

***

DFT (wB97M-V/def2-TZVPD) results for a cluster of 2 separate species, C4H12S2 in total in a non-equilibrium geometry.

Structure (XYZ):
```
18
Properties=species:S:1:pos:R:3:forces:R:3
S 0.146536 -0.750470 -2.436533 -0.46 0.83 -1.21
S -2.613855 0.769099 -0.129297 -0.16 -1.06 -1.36
C -0.670609 1.132662 1.827323 2.82 2.36 0.77
C -1.940421 0.448411 1.507626 0.13 0.07 -0.90
C 1.489013 -1.544146 -1.569867 -0.23 1.04 0.65
C 2.281109 -0.407086 -0.930376 2.76 -0.45 -1.48
H 2.068548 -2.101567 -2.249961 0.88 -0.39 -1.06
H -0.497918 2.113072 1.309184 -0.15 -1.10 -0.35
H 1.170129 -2.285963 -0.882136 -0.62 -0.36 1.00
H -0.773308 1.577514 2.824648 0.43 -0.68 0.38
H -0.995474 -1.329007 -2.088991 0.04 -0.56 0.46
H 0.321267 0.525261 1.763544 -1.97 0.94 0.07
H 3.081336 -0.837094 -0.232868 -0.74 0.91 -1.21
H 2.672804 0.331368 -1.755391 0.02 -1.82 1.29
H 1.710356 0.292506 -0.423600 -1.60 0.77 1.54
H -2.692107 0.660226 2.244416 -0.29 -0.45 0.39
H -3.132827 1.991882 -0.201915 0.13 0.41 0.83
H -1.624578 -0.586666 1.424194 -1.00 -0.46 0.19
```
Forces are in eV/Å.

The calculation puts the molar mass at 124.27 g/mol. For the gap between HOMO and LUMO, the calculation gives 9.43 eV. As for the spin multiplicity: 1. Its structure (SMILES) is CCS.CCS. The calculated total energy comes out at -955.91038 Ha. The total charge is 0. Its LUMO energy is 0.83 eV.

Results of the Löwdin charge analysis, in e, for atoms 1 through 4: 0.695, 0.675, -0.213, -0.638